DFT (the ωB97M-V functional and the def2-TZVPD basis) results for a structure of composition C5H4.

```
9
Properties=species:S:1:pos:R:3
C -1.804 0.135 1.352
C -1.114 0.090 0.348
C -0.151 -0.464 -0.552
C 1.190 0.126 -0.608
C 2.299 0.607 -0.650
H -2.598 0.580 1.888
H -0.615 -1.217 0.384
H -0.488 -0.898 -1.497
H 3.281 1.040 -0.666
```

Results
Relative energy (zero: lowest compared OMol25 entry of this formula, charge and spin)   2.750 eV
Spin multiplicity   1
HOMO-LUMO gap   9.56 eV
M   64.09 g/mol

Now the Mulliken charges, all in e: atom 1 (C): -0.382, atom 2 (C): -0.011, atom 3 (C): -0.841, atom 4 (C): -0.390, atom 5 (C): 0.311, atom 6 (H): 0.320, atom 7 (H): 0.247, atom 8 (H): 0.362, atom 9 (H): 0.383

=====

DFT (the ωB97M-V functional and the def2-TZVPD basis) results for a structure of composition C6H8HgO6.

```
21
Properties=species:S:1:pos:R:3
O -2.262 1.300 -0.040
C -2.998 0.219 0.067
O -4.194 0.286 0.259
O -2.421 -0.969 -0.044
C -1.073 -1.119 -0.362
C -0.160 -1.233 0.596
C 1.287 -1.490 0.312
C 2.227 -0.488 0.933
O 1.960 0.902 0.414
C 2.068 1.252 -0.779
O 2.331 0.533 -1.759
Hg -5.728 1.610 0.601
H -1.315 1.117 -0.143
H -0.881 -1.200 -1.433
H -0.472 -1.161 1.642
H 1.475 -1.575 -0.772
H 1.581 -2.457 0.752
H 3.279 -0.690 0.707
H 2.074 -0.347 2.005
O 1.729 2.650 -1.016
H 1.495 2.860 -1.939
```

Results
Expectation value of S²   2.01
Relative energy (zero: lowest compared OMol25 entry of this formula, charge and spin)   0.000 eV
Spin multiplicity   3
Charge   +2
HOMO-LUMO gap (alpha / beta)   9.26 / 4.01 eV
M   376.71 g/mol

Now the Mulliken charges, all in e: atom 1 (O): -0.375, atom 2 (C): 0.967, atom 3 (O): -0.671, atom 4 (O): -0.239, atom 5 (C): -0.754, atom 6 (C): 0.458, atom 7 (C): -0.592, atom 8 (C): -0.494, atom 9 (O): -0.241, atom 10 (C): 0.752, atom 11 (O): -0.354, atom 12 (Hg): 0.834, atom 13 (H): 0.404, atom 14 (H): 0.421, atom 15 (H): 0.381, atom 16 (H): 0.409, atom 17 (H): 0.395, atom 18 (H): 0.388, atom 19 (H): 0.344, atom 20 (O): -0.415, atom 21 (H): 0.382

=====

DFT (the ωB97M-V functional and the def2-TZVPD basis) results for an isolated molecule of C8H10.

```
18
Properties=species:S:1:pos:R:3
C 1.292 1.455 1.008
C -1.040 -0.931 0.355
C 0.496 1.516 -0.028
C -1.817 0.050 0.030
C 0.473 -0.945 0.750
C 1.165 0.197 0.124
C -2.999 0.785 -0.336
C 2.356 -0.071 -0.796
H 1.805 1.826 1.865
H -1.250 -1.960 0.459
H 0.445 -1.009 1.830
H 0.906 -2.053 0.575
H -3.984 0.241 -0.263
H -2.966 1.036 -1.461
H -3.012 1.732 0.382
H 2.370 -1.130 -1.111
H 3.407 0.097 -0.401
H 2.565 0.743 -1.552
```

Results
Relative energy (zero: lowest compared OMol25 entry of this formula, charge and spin)   8.731 eV
Spin multiplicity   1
HOMO-LUMO gap (alpha / beta)   8.36 / 6.69 eV
M   106.17 g/mol

Now the Mulliken charges, all in e: atom 1 (C): -0.232, atom 2 (C): -0.071, atom 3 (C): -0.816, atom 4 (C): 0.104, atom 5 (C): -0.776, atom 6 (C): 0.962, atom 7 (C): -1.030, atom 8 (C): -1.393, atom 9 (H): 0.433, atom 10 (H): 0.365, atom 11 (H): 0.293, atom 12 (H): 0.386, atom 13 (H): 0.321, atom 14 (H): 0.236, atom 15 (H): 0.239, atom 16 (H): 0.355, atom 17 (H): 0.292, atom 18 (H): 0.332

=====

- The highest relative energy (zero: lowest compared OMol25 entry of this formula, charge and spin) belongs to which entry?
  C8H10

=====

- Number 2 is which compound?
  C6H8HgO6